The following is a quantum chemistry calculation of 14 unconnected molecules or ions with the total composition H28O14, from the Open Molecules 2025 dataset.

The geometry in XYZ format:
```
42
H28O14, DFT ωB97M-V/def2-TZVPD
O 1.7029 0.8849 -2.0425
H 1.5449 0.0299 -2.4875
H 1.5379 1.4459 -2.7945
O 0.0429 -0.2541 -0.1895
H 0.6289 0.1969 -0.8295
H 0.0139 0.4289 0.4845
O 0.7359 -1.4231 -2.9735
H -0.1641 -1.4311 -3.0555
H 1.0479 -2.0131 -3.6385
O -0.9671 1.2319 -3.2295
H -0.6171 1.3069 -4.1105
H -0.3371 1.7009 -2.7385
O 1.8389 -2.1601 0.4635
H 1.7979 -2.0041 1.3915
H 1.3229 -1.4471 0.1115
O -0.4201 -2.7901 2.0025
H 0.1859 -2.6401 1.2525
H -1.2181 -3.1481 1.6535
O 0.5689 1.2969 1.8845
H -0.0311 1.9299 2.2415
H 1.1789 1.8299 1.3945
O -2.2971 1.2669 1.0525
H -2.7491 2.0709 1.3015
H -1.6001 1.5219 0.3865
O -0.8671 -3.1691 -0.8535
H -0.2421 -2.8011 -1.4545
H -0.3761 -3.8781 -0.4715
O -2.7671 -1.0401 -0.4055
H -1.8061 -1.3191 -0.3685
H -2.7551 -0.2421 0.0935
O 1.3739 -0.6431 3.4505
H 0.9669 0.0449 2.8975
H 1.8999 -0.1181 4.0205
O -2.1051 -0.7921 2.9175
H -1.3421 -1.3181 2.7895
H -2.0271 0.0279 2.3695
O -0.4831 2.7129 -0.5715
H -0.7311 3.3709 0.1025
H 0.4409 2.6829 -0.6985
O 2.1439 2.8089 -0.1635
H 2.8209 3.4629 -0.1815
H 2.1079 2.3779 -1.0025
```

Results
M = 252.210 g/mol
relative energy (zero: lowest compared OMol25 entry of this formula, charge and spin) = 218.4 kJ/mol
LUMO energy = -0.64 eV
DFT total energy = -29119.3881 eV
E_HOMO = -9.192 eV
HOMO-LUMO gap = 8.55 eV

---

The following is a quantum chemistry calculation of 15 unconnected molecules or ions with the total composition H29O15, from the Open Molecules 2025 dataset.

The geometry in XYZ format:
```
44
H29O15, DFT ωB97M-V/def2-TZVPD
O -0.6169 0.9926 0.9672
H 0.0465 0.9510 0.2683
H -2.9455 1.3625 -1.0200
O -1.1097 -2.2178 2.2191
H -0.5520 -3.0062 2.0452
H -2.9864 2.0303 1.0840
O -2.6069 0.9019 -1.8061
H -3.8955 1.1622 1.8006
H -2.6296 -2.8130 0.1232
O -0.7338 -3.3852 -2.7352
H 3.8808 -2.0766 -2.4966
H -1.6596 -3.4116 -2.4158
O 1.4978 -1.5558 1.2985
H 1.4706 -0.6671 1.7400
H -1.1630 3.3771 3.0089
O 1.4613 0.2922 -2.2323
H 0.6178 1.0584 2.0830
H 0.6228 -0.2345 -2.1088
O -0.7219 1.3442 -3.8193
H 1.8908 -1.1958 0.4860
H -0.5106 -1.5126 1.8911
O -0.7273 -0.7374 -0.8035
H -1.0226 1.0087 -2.9559
H -1.3337 0.3052 0.6569
O 4.4728 -1.3256 -2.6388
H -1.0226 1.7956 2.8605
H -1.8755 0.4365 -1.2543
O 1.0212 0.8958 2.9876
H -0.3883 -2.5199 -2.5031
O 1.4790 3.5023 3.0266
H 1.2742 3.2837 2.1113
H 1.9985 0.9144 2.9096
O 3.9775 0.9176 0.3999
H 4.5850 0.2807 0.0515
H 3.4124 1.0677 -0.3775
O -1.5947 2.5540 2.8436
H -1.4231 1.3926 -4.4608
H -1.4666 -1.3136 -0.8069
O -2.4492 -3.4025 -0.6863
H 3.8736 -0.7444 -2.1171
H 1.4338 2.5671 3.3635
O -3.4180 1.1754 0.9598
H -1.5261 -3.5805 -0.4246
H 1.5834 0.8337 -3.0028
```

Results
M = 269.217 g/mol
total charge = -1
relative energy (zero: lowest compared OMol25 entry of this formula, charge and spin) = 138.7 kJ/mol
LUMO energy = 2.52 eV
DFT total energy = -31184.7827 eV
E_HOMO = -5.843 eV
HOMO-LUMO gap = 8.36 eV

---

The following is a quantum chemistry calculation of 15 unconnected molecules or ions with the total composition H29O15, from the Open Molecules 2025 dataset.

The geometry in XYZ format:
```
44
H29O15, DFT ωB97M-V/def2-TZVPD
O 1.5530 0.1579 -2.0453
H 1.0540 0.4495 -1.2593
H -1.1540 -0.6387 -5.5840
O 3.8339 0.1902 2.4179
H 2.9606 0.5104 2.6529
H -5.1967 -0.7248 -1.0452
O -1.7084 -0.1503 -4.9651
H 0.7314 0.5505 0.6795
H 3.1978 -3.3742 0.7293
O -1.3556 4.4769 -1.6101
H 1.5217 2.5071 -2.9393
H -0.7747 3.7081 -1.6255
O 0.3596 -3.4896 -0.9711
H -0.2183 -3.1569 -0.2791
H 2.1473 0.4738 1.2007
O 1.1731 -1.4847 1.4468
H -4.2015 -2.4171 0.7685
H -0.0522 -1.4024 0.8607
O -0.6491 -0.7453 0.1658
H 0.6755 -2.6430 -1.3020
H 3.8761 -0.6483 2.8919
O 0.3459 3.2958 0.8677
H 0.8366 3.9629 0.3926
H 1.4950 -0.7736 -1.8019
O 1.7275 3.1339 -2.2265
H 2.2166 2.4750 -1.7187
H -1.3086 -0.4060 -4.1240
O -4.2794 -2.2523 1.7184
H -1.5408 4.6247 -0.6854
O -1.7462 1.9401 2.2358
H -1.2250 2.7610 2.2300
H -3.8738 -1.3748 1.6947
O 0.9361 -2.1516 4.0448
H 0.7069 -2.2682 3.0878
H 0.4111 -1.3606 4.2057
O 1.5743 1.0467 0.6724
H -1.5874 -0.9273 0.0751
H 0.7957 2.3978 0.8373
O 3.2661 -3.0355 -0.1756
H 1.9896 -1.6800 0.9788
H -1.2719 1.5279 1.5235
O -5.2506 -0.0621 -1.7301
H 2.4250 -3.4216 -0.4744
H -4.4163 0.3988 -1.8161
```

Results
M = 269.217 g/mol
total charge = -1
relative energy (zero: lowest compared OMol25 entry of this formula, charge and spin) = 114.8 kJ/mol
LUMO energy = 2.10 eV
DFT total energy = -31185.0303 eV
E_HOMO = -6.407 eV
HOMO-LUMO gap = 8.51 eV

---

The following is a quantum chemistry calculation of 2 unconnected molecules or ions with the total composition H2INO2S, from the Open Molecules 2025 dataset.

The geometry in XYZ format:
```
7
H2INO2S, DFT ωB97M-V/def2-TZVPD
N -0.6491 -0.4741 -0.3761
O 0.4815 0.3257 1.8404
O -0.5074 2.2939 -0.9429
S 0.6056 0.2603 0.3951
I 2.4089 -1.3832 -0.1475
H -1.1914 0.0079 -1.0376
H -1.1481 -1.0304 0.2686
```

Results
M = 206.992 g/mol
relative energy (zero: lowest compared OMol25 entry of this formula, charge and spin) = 494.2 kJ/mol
LUMO energy (alpha / beta) = -3.35 / -2.58 eV
DFT total energy = -24547.4626 eV
E_HOMO (alpha / beta) = -9.653 / -9.636 eV
HOMO-LUMO gap (alpha / beta) = 6.31 / 7.06 eV

---

The following is a quantum chemistry calculation of 2 unconnected molecules or ions with the total composition H2INS, from the Open Molecules 2025 dataset.

The geometry in XYZ format:
```
5
H2INS, DFT ωB97M-V/def2-TZVPD
N -1.0758 1.1030 -0.4753
S -0.3911 1.7777 0.7515
H -1.2924 0.1922 -0.2956
I 1.1514 -2.3261 0.0383
H 1.6080 -0.7468 -0.0188
```

Results
M = 174.994 g/mol
relative energy (zero: lowest compared OMol25 entry of this formula, charge and spin) = 203.4 kJ/mol
LUMO energy (alpha / beta) = -1.45 / -1.44 eV
SMILES string = N=S.I
DFT total energy = -20456.1661 eV
E_HOMO (alpha / beta) = -8.882 / -8.875 eV
HOMO-LUMO gap (alpha / beta) = 7.44 / 7.44 eV

---

The following is a quantum chemistry calculation of 2 unconnected molecules or ions with the total composition H2IO, from the Open Molecules 2025 dataset.

The geometry in XYZ format:
```
4
H2IO, DFT ωB97M-V/def2-TZVPD
I 8.3148 12.5672 -17.3832
O 11.8847 12.2629 -17.9017
H 11.8073 13.2054 -18.0719
H 10.9827 12.0230 -17.6025
```

Results
M = 144.919 g/mol
total charge = -1
relative energy (zero: lowest compared OMol25 entry of this formula, charge and spin) = 0.0 kJ/mol
LUMO energy = 3.97 eV
DFT total energy = -10183.3931 eV
E_HOMO = -3.599 eV
HOMO-LUMO gap = 7.57 eV

---

The following is a quantum chemistry calculation of 2 unconnected molecules or ions with the total composition H2IO, from the Open Molecules 2025 dataset.

The geometry in XYZ format:
```
4
H2IO, DFT ωB97M-V/def2-TZVPD
O 3.1597 -1.5872 1.3023
H 3.9002 -1.4345 0.6726
H 2.3477 -1.5255 0.7499
I -0.4185 0.2233 -0.1582
```

Results
M = 144.919 g/mol
total charge = -1
relative energy (zero: lowest compared OMol25 entry of this formula, charge and spin) = 20.7 kJ/mol
LUMO energy = 3.82 eV
DFT total energy = -10183.1787 eV
E_HOMO = -3.400 eV
HOMO-LUMO gap = 7.22 eV

---

The following is a quantum chemistry calculation of a single H2IOP molecule, from the Open Molecules 2025 dataset.

The geometry in XYZ format:
```
5
H2IOP, DFT ωB97M-V/def2-TZVPD
O -0.2970 -0.4345 -0.4473
P 0.6177 1.0006 -0.1610
I 2.7305 -0.0427 0.0801
H -0.4563 -0.4809 -1.3639
H 0.4345 0.9053 1.1559
```

Results
M = 175.893 g/mol
relative energy (zero: lowest compared OMol25 entry of this formula, charge and spin) = 4.1 kJ/mol
LUMO energy = 0.27 eV
SMILES string = OPI
DFT total energy = -19469.6307 eV
E_HOMO = -9.332 eV
HOMO-LUMO gap = 9.60 eV

---

The following is a quantum chemistry calculation of a molecular structure, H2LiO, from the Open Molecules 2025 dataset.

The geometry in XYZ format:
```
4
H2LiO, DFT ωB97M-V/def2-TZVPD
O -0.0004 0.1637 -0.2980
H 0.3982 0.1332 -1.1971
H -0.5146 1.0025 -0.2830
Li 0.1168 -1.2993 1.7781
```

Results
M = 24.956 g/mol
total charge = +1
relative energy (zero: lowest compared OMol25 entry of this formula, charge and spin) = 49.0 kJ/mol
LUMO energy = -5.27 eV
DFT total energy = -2278.8255 eV
E_HOMO = -16.891 eV
HOMO-LUMO gap = 11.62 eV

---

The following is a quantum chemistry calculation of 2 unconnected molecules or ions with the total composition H2N2O2, from the Open Molecules 2025 dataset.

The geometry in XYZ format:
```
6
H2N2O2, DFT ωB97M-V/def2-TZVPD
N -0.8061 0.0416 -0.1083
N 0.4068 -0.2600 -0.3749
O -1.3323 -0.7228 0.7841
O 1.1740 0.2304 -1.3435
H -0.4688 1.6877 0.6922
H 1.0264 -0.9769 0.3504
```

Results
M = 62.028 g/mol
total charge = -2
relative energy (zero: lowest compared OMol25 entry of this formula, charge and spin) = 533.1 kJ/mol
LUMO energy (alpha / beta) = 8.40 / 8.40 eV
DFT total energy = -7097.3203 eV
E_HOMO (alpha / beta) = 4.023 / 4.022 eV
HOMO-LUMO gap (alpha / beta) = 4.38 / 4.38 eV